ORCA calculation (the ωB97M-V functional and the def2-TZVPD basis) on C2H5NS2 in the gas phase at a distorted geometry.

Output
Relative energy (zero: lowest compared OMol25 entry of this formula, charge and spin), kcal per mole: 63.9
Frontier orbital gap, eV: 9.2
Lowest unoccupied orbital energy, eV: 0.6
Structure (SMILES): CN1S[C@@H]1S

The geometry in XYZ format:
```
10
Properties=species:S:1:pos:R:3:lowdin_charge:R:1
C 0.321 -0.497 -0.960 -0.137
N 0.260 0.621 -0.068 -0.508
S -0.712 2.014 -0.620 0.749
C -0.694 0.961 0.888 -1.011
S -0.085 1.679 2.445 0.646
H 1.157 -0.557 -1.599 0.078
H 0.504 -1.286 -0.307 0.072
H -0.550 -0.588 -1.474 0.039
H -1.726 0.239 0.967 0.150
H 1.093 2.134 1.804 -0.078
```

ORCA calculation (the ωB97M-V functional and the def2-TZVPD basis) on a molecular structure, C3H7O2Zn at a distorted geometry.

Output
2S+1: 2
Relative energy (zero: lowest compared OMol25 entry of this formula, charge and spin), kcal per mole: 0.0
⟨S²⟩: 0.752
Frontier orbital gap (alpha / beta), eV: 8.6 / 8.1
Lowest unoccupied orbital energy (alpha / beta), eV: 0.5 / -1.2

The geometry in XYZ format:
```
13
Properties=species:S:1:pos:R:3:lowdin_spin:R:1
O 2.522 0.177 -0.433 0.214
C 1.556 -0.365 0.385 0.018
C 0.156 -0.348 -0.206 0.013
O -0.619 0.579 0.519 0.005
C -2.005 0.465 0.315 0.000
Zn 2.478 1.073 -1.917 0.736
H 1.601 0.104 1.389 0.002
H 1.796 -1.424 0.613 0.003
H -0.213 -1.390 -0.166 0.000
H -0.162 -0.201 -1.256 0.009
H -2.262 0.554 -0.754 0.000
H -2.365 -0.518 0.663 0.000
H -2.483 1.295 0.847 0.000
```

ORCA calculation (the ωB97M-V functional and the def2-TZVPD basis) on 11 unconnected molecules or ions with the total composition CH24O13 at a distorted geometry.

Output
Net charge: +2
Relative energy (zero: lowest compared OMol25 entry of this formula, charge and spin), kcal per mole: 0.0
Frontier orbital gap, eV: 6.4
Lowest unoccupied orbital energy, eV: -8.6

The geometry in XYZ format:
```
38
Properties=species:S:1:pos:R:3:lowdin_charge:R:1
O 1.970 -1.851 2.371 0.272
H 1.169 -1.329 1.929 0.106
H 2.262 -2.617 1.842 0.174
H 1.730 -2.189 3.255 0.178
O -0.938 0.874 3.470 0.285
H -0.983 0.412 4.329 0.185
H -1.801 1.321 3.303 0.187
H -0.674 0.247 2.715 0.127
O -0.341 -2.879 -2.657 0.274
H -0.162 -2.946 -3.624 0.198
H 0.322 -3.431 -2.205 0.166
H -0.229 -1.932 -2.347 0.095
O -1.673 -2.700 1.071 0.298
H -1.152 -3.525 0.999 0.186
H -1.927 -2.629 2.014 0.185
H -1.058 -1.903 0.854 0.136
C 0.053 -0.039 0.040 -0.749
O 0.080 -0.803 -0.999 -0.089
O 0.029 1.195 -0.059 -0.010
O 0.034 -0.512 1.281 -0.146
O -2.163 3.096 -0.764 -0.037
H -2.942 2.545 -0.882 0.049
H -1.415 2.483 -0.823 -0.001
O 1.811 3.461 0.507 -0.043
H 1.412 2.665 0.136 -0.013
H 1.356 3.603 1.344 0.022
O 0.442 2.221 -2.641 -0.042
H 1.312 2.629 -2.576 0.060
H 0.348 1.692 -1.835 -0.022
O 2.700 -1.787 -1.393 -0.029
H 1.743 -1.683 -1.249 -0.028
H 2.971 -2.583 -0.919 0.029
O -0.294 -0.449 -3.699 -0.047
H -0.681 0.259 -4.227 0.078
H -0.445 -0.154 -2.789 0.004
O -1.048 3.117 1.793 -0.064
H -0.568 2.398 1.371 -0.026
H -1.252 3.719 1.064 0.050
```

ORCA calculation (the ωB97M-V functional and the def2-TZVPD basis) on C20H26O5 in the gas phase.

Output
Relative energy (zero: lowest compared OMol25 entry of this formula, charge and spin), kcal per mole: 4.7
Frontier orbital gap, eV: 9.6
Lowest unoccupied orbital energy, eV: 0.8
Structure (SMILES): C=CCOC(=O)C1=C[C@@H](c2ccccc2)[C@H](CCCO)[C@@H](OCC)O1

The geometry in XYZ format:
```
51
Properties=species:S:1:pos:R:3:lowdin_charge:R:1
C -6.742 -0.543 0.702 0.025
C -5.899 0.316 0.162 -0.147
C -5.032 0.004 -1.020 -0.165
O -3.655 0.246 -0.718 0.024
C -2.960 -0.771 -0.214 -0.423
O -3.400 -1.878 -0.022 0.121
C -1.551 -0.386 0.073 -0.164
C -0.697 -1.266 0.604 0.049
C 0.743 -0.939 0.848 -0.218
C 1.623 -2.088 0.417 -0.205
C 1.457 -2.656 -0.841 -0.030
C 2.271 -3.694 -1.257 -0.076
C 3.263 -4.177 -0.420 -0.093
C 3.432 -3.622 0.836 -0.082
C 2.615 -2.584 1.252 -0.044
C 1.125 0.348 0.087 -0.184
C 2.474 0.885 0.575 -0.138
C 3.190 1.751 -0.456 -0.177
C 4.527 2.267 0.079 -0.285
O 5.173 3.138 -0.818 -0.068
C 0.000 1.378 0.269 -0.319
O 0.308 2.530 -0.429 -0.076
C -0.553 3.641 -0.196 -0.223
C -0.200 4.402 1.078 -0.062
O -1.247 0.902 -0.228 0.045
H -7.349 -0.285 1.553 0.055
H -6.860 -1.540 0.311 0.065
H -5.769 1.310 0.568 0.104
H -5.157 -1.041 -1.325 0.124
H -5.262 0.674 -1.855 0.131
H -1.048 -2.260 0.827 0.135
H 0.896 -0.770 1.923 0.157
H 0.678 -2.285 -1.492 0.121
H 2.130 -4.128 -2.235 0.103
H 3.899 -4.987 -0.745 0.100
H 4.200 -3.997 1.496 0.102
H 2.747 -2.161 2.238 0.114
H 1.185 0.125 -0.982 0.163
H 3.116 0.034 0.818 0.112
H 2.322 1.461 1.491 0.130
H 2.560 2.597 -0.728 0.110
H 3.371 1.159 -1.358 0.123
H 4.370 2.853 0.988 0.121
H 5.182 1.417 0.326 0.119
H 5.261 2.693 -1.668 0.084
H -0.131 1.581 1.351 0.177
H -0.407 4.284 -1.067 0.125
H -1.594 3.303 -0.175 0.120
H -0.815 5.294 1.150 0.075
H -0.373 3.792 1.962 0.068
H 0.847 4.694 1.057 0.077
```

ORCA calculation (the ωB97M-V functional and the def2-TZVPD basis) on C3H9N3O in the gas phase at a distorted geometry.

Output
Relative energy (zero: lowest compared OMol25 entry of this formula, charge and spin), kcal per mole: 70.7
Frontier orbital gap, eV: 8.4
Lowest unoccupied orbital energy, eV: 0.8
Structure (SMILES): C[N@@H+](N)/C([O-])=C\N

The geometry in XYZ format:
```
16
Properties=species:S:1:pos:R:3:lowdin_charge:R:1
C 0.993 1.717 0.403 -0.038
N 0.514 0.441 -0.106 -0.197
N 1.607 -0.427 -0.414 0.082
C -0.559 -0.269 0.971 -0.471
O -0.285 -0.041 2.130 0.000
C -1.507 -0.857 0.220 -0.188
N -1.365 -1.061 -1.206 -0.036
H 1.915 2.002 -0.102 0.090
H 0.231 2.478 0.256 0.099
H 1.167 1.595 1.476 0.089
H -0.149 0.482 -0.924 0.146
H 1.218 -1.290 -0.793 0.086
H 2.053 -0.674 0.472 0.103
H -2.342 -1.323 0.730 0.092
H -2.194 -0.723 -1.688 0.071
H -1.297 -2.051 -1.426 0.071
```

ORCA calculation (the ωB97M-V functional and the def2-TZVPD basis) on 2 unconnected molecules or ions with the total composition C4H7NO2 at a distorted geometry.

Output
Relative energy (zero: lowest compared OMol25 entry of this formula, charge and spin), kcal per mole: 57.4
Frontier orbital gap, eV: 9.7
Lowest unoccupied orbital energy, eV: 0.7
Structure (SMILES): C=C=O.NCC=O

The geometry in XYZ format:
```
14
Properties=species:S:1:pos:R:3:lowdin_charge:R:1
C -0.804 0.524 1.862 -0.012
C 0.513 0.522 1.992 -0.317
O 1.653 0.692 2.204 0.128
H -1.410 1.228 2.437 0.070
H -1.271 -0.171 1.176 0.052
N 0.888 -0.968 -0.059 -0.010
C 0.183 -0.562 -1.267 -0.220
C -0.265 0.896 -1.174 -0.279
O -1.263 1.292 -1.731 0.037
H 1.894 -0.855 -0.111 0.090
H 0.720 -1.945 0.116 0.085
H -0.726 -1.175 -1.422 0.129
H 0.816 -0.623 -2.172 0.122
H 0.395 1.603 -0.610 0.126
```

ORCA calculation (the ωB97M-V functional and the def2-TZVPD basis) on 2 unconnected molecules or ions with the total composition C23H28O2S.

Output
Relative energy (zero: lowest compared OMol25 entry of this formula, charge and spin), kcal per mole: 0.0
Frontier orbital gap, eV: 8.7
Lowest unoccupied orbital energy, eV: -0.6
Structure (SMILES): O=C1c2ccccc2C(=O)c2cc(CCCS)ccc21.CCCCCC

The geometry in XYZ format:
```
54
Properties=species:S:1:pos:R:3:lowdin_charge:R:1
O 0.367 -0.242 4.296 0.140
C 0.265 0.332 3.248 -0.305
C 1.435 0.735 2.420 -0.091
C 2.571 -0.059 2.353 0.000
C 3.618 0.322 1.521 -0.058
C 3.515 1.503 0.792 -0.071
C 2.396 2.320 0.881 -0.003
C 1.336 1.928 1.690 -0.093
C 0.083 2.716 1.789 -0.300
O 0.062 3.917 1.763 0.141
C -1.146 1.886 1.924 -0.076
C -2.346 2.263 1.335 0.051
C -3.474 1.444 1.460 -0.188
C -4.760 1.887 0.794 -0.164
C -6.032 1.603 1.604 -0.249
C -6.737 0.262 1.374 -0.568
S -7.006 -0.242 -0.348 0.708
C -3.363 0.261 2.188 -0.004
C -2.166 -0.113 2.795 0.020
C -1.047 0.699 2.658 -0.086
H 2.597 -0.961 2.945 0.122
H 4.485 -0.316 1.458 0.106
H 4.322 1.790 0.133 0.107
H 2.337 3.241 0.322 0.122
H -2.385 3.190 0.783 0.128
H -4.684 2.967 0.696 0.112
H -4.826 1.503 -0.220 0.089
H -5.746 1.624 2.656 0.114
H -6.744 2.412 1.478 0.106
H -7.743 0.346 1.775 0.063
H -6.272 -0.557 1.909 0.048
H -5.733 -0.389 -0.734 -0.156
H -4.204 -0.404 2.302 0.100
H -2.109 -1.032 3.357 0.122
C 1.374 -0.779 -1.260 -0.098
C 2.226 -0.464 -2.485 -0.265
C 2.145 -1.529 -3.576 -0.228
C 2.637 -2.915 -3.156 -0.229
C 4.076 -2.957 -2.643 -0.271
C 5.106 -2.525 -3.682 -0.112
H 1.696 -1.699 -0.769 0.070
H 1.448 0.026 -0.527 0.045
H 0.322 -0.889 -1.534 0.079
H 3.266 -0.319 -2.176 0.094
H 1.899 0.491 -2.907 0.106
H 2.711 -1.188 -4.447 0.101
H 1.107 -1.617 -3.911 0.109
H 2.547 -3.589 -4.014 0.109
H 1.975 -3.320 -2.386 0.100
H 4.300 -3.979 -2.327 0.104
H 4.175 -2.334 -1.749 0.094
H 5.050 -3.157 -4.571 0.075
H 6.117 -2.602 -3.280 0.068
H 4.956 -1.490 -3.994 0.064
```

Across the entries above, DFT total energy takes the values -25313.0540 -55734.3204 -28023.7835 -31398.3287 -9772.4743 -9844.7919 -39236.1162 eV, respectively.